{
  "formula": "C74H144F12N16O30S12",
  "method": "wB97M-V/def2-TZVPD",
  "charge": 4,
  "homo_ev": -15.0,
  "elements": ["H", "C", "H", "C", "H", "H", "H", "N", "H", "C", "C", "H", "H", "H", "H", "H", "H", "C", "C", "H", "H", "H", "C", "N", "H", "H", "C", "N", "H", "C", "H", "C", "O", "H", "C", "H", "H", "H", "O", "H", "F", "H", "H", "H", "H", "H", "H", "H", "C", "H", "C", "C", "H", "H", "S", "C", "C", "O", "C", "C", "C", "H", "H", "H", "C", "H", "H", "F", "N", "S", "H", "H", "H", "H", "H", "O", "C", "C", "O", "H", "C", "C", "O", "H", "H", "F", "N", "H", "C", "H", "H", "C", "H", "C", "F", "C", "H", "H", "H", "H", "H", "C", "H", "C", "H", "H", "H", "O", "H", "C", "H", "H", "N", "H", "O", "C", "H", "H", "C", "H", "C", "H", "H", "C", "H", "C", "C", "O", "H", "C", "H", "H", "O", "F", "H", "H", "C", "H", "C", "H", "H", "H", "H", "F", "H", "C", "C", "S", "C", "H", "H", "H", "C", "O", "H", "H", "H", "H", "C", "H", "N", "H", "C", "S", "H", "C", "O", "H", "O", "O", "N", "O", "H", "H", "H", "H", "N", "C", "H", "C", "C", "H", "H", "H", "H", "H", "C", "S", "C", "H", "F", "S", "H", "H", "H", "N", "H", "F", "H", "C", "H", "F", "C", "H", "O", "H", "C", "H", "O", "H", "N", "H", "C", "S", "H", "S", "O", "S", "H", "H", "C", "H", "H", "C", "O", "O", "O", "H", "H", "H", "C", "N", "O", "O", "N", "C", "C", "O", "H", "C", "O", "H", "C", "O", "H", "F", "N", "C", "H", "H", "F", "C", "H", "C", "C", "C", "S", "F", "H", "C", "H", "N", "H", "H", "O", "H", "O", "S", "H", "H", "C", "C", "H", "C", "O", "C", "C", "H", "H", "S", "H", "N", "H", "H", "H", "H", "O", "H"],
  "coordinates": [[21.93501, 17.61756, 12.19661], [10.96100, 18.48722, 13.99691], [15.13228, 15.76051, 18.43389], [17.83116, 14.81612, 18.52802], [11.29794, 17.66585, 21.58973], [15.83186, 11.97117, 24.92302], [20.25406, 16.93945, 22.62066], [17.60284, 15.92050, 20.85240], [25.22858, 12.20554, 19.57519], [18.32734, 14.09625, 25.65335], [17.67262, 26.15846, 21.94321], [30.75284, 18.40801, 23.61282], [23.66234, 12.77398, 18.12509], [18.69914, 15.27900, 18.22837], [27.38891, 17.09924, 24.18187], [19.96718, 15.00418, 19.65831], [25.96437, 20.12283, 21.71352], [17.95975, 24.66266, 21.68482], [22.30328, 19.75605, 14.29103], [20.40353, 14.06849, 26.19428], [28.38560, 16.42415, 25.52481], [20.52663, 12.74344, 28.85318], [25.18887, 9.80782, 21.04600], [14.69863, 14.98396, 15.00250], [20.98242, 15.54016, 21.00510], [15.70869, 25.22150, 20.27059], [14.49147, 15.36804, 23.84718], [10.85798, 19.02933, 20.15746], [22.11036, 11.93572, 18.29156], [16.11245, 24.27704, 19.90722], [15.16182, 23.25835, 21.60953], [15.58377, 15.39526, 19.38331], [24.61556, 16.92147, 23.56943], [22.31548, 12.46647, 22.51436], [20.35238, 13.78900, 28.78405], [26.46116, 19.37659, 24.09975], [22.79652, 20.66113, 14.69269], [18.73304, 17.09063, 11.15026], [19.79920, 22.28656, 21.55816], [16.42145, 8.09691, 16.03801], [15.14816, 9.92703, 19.48327], [17.51237, 23.96801, 22.39039], [13.22939, 19.96088, 17.96513], [12.80492, 19.32353, 11.59706], [29.98853, 17.17057, 26.34168], [29.01297, 18.47793, 26.92599], [30.79137, 20.18648, 26.18437], [17.88689, 8.44940, 16.97951], [19.41904, 22.38362, 20.21214], [17.36686, 22.16399, 20.85554], [18.67009, 11.14041, 11.16243], [22.76822, 12.68834, 18.74351], [22.27714, 13.69914, 18.79710], [8.75160, 18.75514, 19.71869], [15.73519, 11.36034, 19.82419], [18.87440, 17.36785, 12.20217], [11.07439, 19.64333, 17.44875], [12.47794, 14.23762, 15.71449], [16.44366, 9.15717, 13.53652], [15.86571, 14.10163, 25.27538], [26.47512, 19.12796, 21.53367], [21.75573, 19.15490, 11.32121], [17.30057, 26.23107, 22.95798], [16.51745, 12.24749, 14.90593], [19.20653, 16.61819, 22.49978], [27.17666, 20.82708, 23.49505], [16.02202, 24.44930, 18.80593], [15.53594, 20.00049, 25.46268], [17.56326, 24.19589, 20.25416], [23.41859, 15.36723, 25.80705], [12.89833, 19.23844, 20.29491], [18.25415, 10.08416, 15.20166], [18.55922, 11.23072, 13.82015], [16.52076, 17.82073, 19.26076], [17.81623, 13.96604, 29.41080], [14.97468, 19.49306, 17.18070], [19.84701, 18.49233, 12.30568], [19.00593, 16.35597, 21.06123], [15.15549, 21.79196, 17.98204], [19.21404, 21.33810, 14.21997], [21.20155, 18.23783, 11.64146], [28.48287, 19.67782, 24.64818], [16.85049, 15.88447, 21.80900], [13.52312, 9.13255, 13.50159], [16.97788, 26.59925, 21.25876], [16.87948, 21.98715, 13.71676], [13.99561, 14.23251, 23.28371], [16.41112, 8.15022, 13.89654], [16.45364, 11.64900, 13.96486], [19.66104, 21.43589, 19.70817], [13.50940, 10.92330, 13.56912], [21.21076, 22.26622, 21.76695], [24.61512, 13.69595, 20.21992], [19.95681, 15.28557, 20.66923], [23.74102, 16.72842, 26.53168], [17.02612, 14.12990, 26.17825], [19.98038, 14.13822, 29.69868], [19.30203, 19.52890, 16.07492], [21.50843, 22.26302, 22.81694], [27.29122, 9.06532, 21.60234], [26.89056, 18.99090, 20.57701], [17.77876, 11.74236, 13.29748], [9.66519, 18.44646, 15.64557], [15.38228, 12.93633, 24.69083], [21.23080, 14.36327, 28.44439], [16.87379, 17.08737, 17.70809], [19.26547, 17.27591, 18.23567], [20.15160, 14.12100, 13.93059], [29.29670, 20.34416, 24.32024], [20.16801, 21.08622, 13.72354], [18.48723, 18.82982, 18.51228], [21.63549, 23.10624, 21.28569], [19.16967, 13.98450, 27.84631], [18.41396, 14.18987, 24.57443], [23.15905, 12.23582, 20.03319], [25.31026, 10.54957, 23.41096], [18.07347, 24.59114, 18.26221], [20.23577, 20.99080, 16.30532], [14.75574, 10.21013, 15.14209], [20.96959, 20.94221, 11.72451], [12.19124, 19.74664, 18.28714], [16.23991, 9.25668, 17.40832], [12.38153, 13.56056, 22.35691], [29.78944, 18.18622, 26.16676], [17.51162, 22.32402, 19.22152], [9.76858, 18.98495, 19.38543], [10.78459, 18.62430, 21.57509], [15.12588, 17.33080, 14.18492], [18.67143, 17.47808, 22.82338], [16.96370, 8.88526, 16.57875], [19.07672, 16.38641, 12.65849], [14.61690, 11.20521, 15.60127], [22.53169, 14.73919, 26.74064], [20.35892, 12.90157, 15.95473], [19.05793, 15.75868, 23.13405], [15.60304, 11.95920, 13.33072], [15.16860, 23.20793, 20.47999], [31.69799, 18.84307, 25.50327], [9.85398, 19.35515, 18.04673], [31.27773, 16.21192, 24.46435], [29.65822, 15.48170, 23.87540], [14.96766, 15.76219, 20.17228], [29.31007, 17.79542, 22.79037], [14.54714, 20.07768, 22.06160], [26.02226, 12.33428, 21.84313], [17.92350, 14.11116, 28.33284], [18.26076, 25.01060, 19.20859], [21.64971, 15.74316, 16.05923], [19.21743, 17.68841, 20.30044], [19.81333, 14.31659, 21.21484], [24.89317, 11.28609, 24.05886], [19.31001, 25.12407, 19.44896], [10.52120, 18.89312, 15.18822], [15.26606, 23.28930, 14.81290], [18.06260, 12.77521, 13.21141], [13.90162, 19.87379, 13.84130], [31.57299, 18.98205, 27.08869], [19.03446, 18.42095, 21.00551], [22.40172, 11.58020, 23.09702], [17.21701, 11.04965, 16.27617], [15.58219, 18.30105, 23.54592], [24.55361, 12.91318, 22.51150], [11.27958, 19.70223, 15.99044], [16.50186, 22.54739, 15.02960], [14.25320, 23.36263, 19.97675], [17.24723, 10.11650, 15.66440], [12.55305, 16.29879, 14.45261], [23.09661, 9.48509, 22.67076], [16.02521, 11.85789, 18.53540], [16.37718, 18.75761, 21.19683], [22.61565, 15.76709, 24.57321], [22.01265, 16.43698, 14.74315], [18.39860, 11.08238, 10.09267], [19.23396, 12.02889, 11.26356], [22.86125, 11.71012, 24.04416], [10.41249, 17.68731, 13.43274], [12.11254, 18.88541, 13.46138], [13.12171, 14.34631, 22.15708], [18.58709, 26.77009, 21.78929], [20.29523, 19.95730, 15.99538], [24.55531, 12.65456, 20.33913], [19.53188, 21.88628, 11.86150], [17.89194, 17.67900, 12.59882], [20.29580, 17.69626, 20.18119], [13.01945, 20.96297, 15.94697], [21.39790, 11.17312, 23.28487], [17.97864, 22.74561, 20.09411], [15.64505, 16.03581, 14.28937], [13.61338, 10.03109, 14.13534], [18.08545, 19.81977, 12.33668], [16.83470, 10.98883, 22.99328], [15.71650, 20.73404, 17.19887], [20.83058, 21.88430, 14.02486], [25.83089, 18.31593, 21.87711], [27.04080, 9.49452, 19.93605], [29.06700, 18.30838, 24.85089], [18.94258, 19.58291, 10.89222], [16.88060, 16.20518, 15.29956], [14.69143, 9.42015, 15.89938], [20.01183, 20.98284, 12.23913], [14.07544, 12.20139, 23.06484], [22.41934, 17.51431, 22.93344], [30.98857, 19.10795, 26.22003], [20.88644, 17.75458, 10.70789], [27.64759, 19.18017, 22.36277], [15.65608, 9.28420, 12.73139], [12.88852, 19.74272, 14.17569], [15.44812, 22.27106, 20.03671], [14.74928, 12.02657, 20.56512], [19.00539, 24.39641, 21.71864], [20.14712, 15.21315, 16.22375], [24.94320, 8.83864, 21.56937], [16.82042, 14.13649, 27.56611], [15.29075, 18.63941, 22.06751], [13.47519, 17.79571, 12.28606], [23.34183, 16.30407, 23.32292], [22.02966, 16.60565, 17.17416], [16.48692, 19.16405, 24.48545], [27.08787, 10.77300, 21.06000], [14.12131, 16.24988, 23.35160], [23.14178, 10.51900, 22.31267], [26.38363, 10.66216, 23.27192], [19.34880, 10.34090, 11.38573], [30.43753, 16.28733, 23.77094], [19.73234, 17.81099, 14.49858], [18.22829, 13.85665, 15.65271], [23.21565, 15.40847, 22.18872], [17.17946, 14.62371, 17.65371], [17.78896, 25.99291, 19.24088], [28.19477, 19.94029, 25.71202], [24.93373, 12.22935, 21.75424], [16.09080, 21.09861, 15.75293], [24.72281, 14.87424, 25.65057], [19.02351, 11.19630, 21.91081], [16.21000, 10.22296, 14.54815], [19.37723, 14.10642, 26.53322], [18.62210, 17.77474, 18.92208], [17.30009, 20.10767, 23.84195], [21.70668, 21.42020, 21.28213], [17.27105, 17.22129, 18.75723], [17.54037, 23.19280, 15.74869], [8.92322, 19.30241, 17.46171], [20.79569, 19.87166, 14.51405], [17.55829, 11.25471, 11.97525], [17.99238, 13.87048, 18.96550], [17.14960, 20.36183, 17.81200], [20.11900, 18.63257, 13.82778], [19.10755, 19.76497, 11.93664], [15.79131, 16.25646, 25.32666], [12.72704, 9.92734, 14.77114], [22.44963, 14.28973, 15.96488], [26.73888, 9.78130, 20.94775], [22.51215, 19.94162, 13.22994], [12.59142, 18.42925, 12.18492], [12.47977, 20.21491, 15.41871], [29.91766, 17.72560, 23.66775], [13.28593, 15.38742, 15.38055], [13.31068, 16.30486, 16.66236], [13.68111, 14.18552, 21.22756], [14.44683, 13.02608, 23.69974], [22.77210, 18.82570, 14.60725], [24.67399, 10.82175, 22.06865], [22.70472, 10.48050, 21.32398], [27.13064, 17.68488, 25.79231], [14.19388, 17.78741, 21.71149], [20.05921, 23.06668, 19.64964], [17.39702, 13.03772, 21.85284], [19.56319, 14.03005, 15.30194], [21.04230, 19.49020, 16.68888], [9.78705, 18.71752, 21.90632], [12.05636, 19.40314, 19.62413], [27.32735, 19.76561, 23.64052], [30.95383, 16.19306, 22.84888], [17.09138, 15.79951, 19.44848], [16.23580, 15.52428, 13.12700], [27.89832, 17.34974, 25.08914], [15.39076, 15.32337, 24.91137], [25.08616, 9.54749, 23.74227], [17.34822, 9.36610, 12.99046], [17.69366, 11.62250, 21.73946], [15.80158, 14.32207, 27.92319], [17.11706, 10.92198, 20.47938], [11.86274, 17.84314, 11.61991], [12.73921, 15.36310, 22.14730], [11.42688, 19.35729, 22.11668], [24.56445, 9.86654, 20.13627], [17.08985, 18.16090, 25.29949], [15.52629, 14.31639, 19.40478]]
}